No. 1
Density functional theory data (the ωB97M-V functional and the def2-TZVPD basis) for a gas-phase ion, C6H13NO (charge +1) in a non-equilibrium geometry.

```
! RIJCOSX wB97M-V def2-TZVPD def2/J DEFGRID3
* xyz 1 2
O 0.7663 1.8265 -2.2039
N -1.4499 0.1768 -0.2961
C -0.3323 1.0217 -0.1490
C -0.1771 1.8460 -1.5029
C 0.9676 -0.0877 1.6832
C 1.0047 0.2972 0.1538
C 1.2365 -0.9148 -0.7635
C -1.6357 -1.1787 0.2114
H -0.7480 -1.7477 0.4363
H 1.8201 1.0117 0.0903
H -2.2520 -1.7197 -0.4945
H 0.6949 -1.1318 1.7525
H 1.0618 -1.8519 -0.2493
H -0.4807 1.7878 0.6241
H -1.1175 2.3093 -1.8618
H 0.3160 0.6051 2.2058
H 0.5957 -0.8700 -1.6525
H -2.2557 0.6360 0.0463
H -2.1750 -1.1558 1.1643
H 2.1857 -0.8340 -1.2856
H 1.9746 -0.0257 2.0912
*
```

Values from the calculation:
DFT total energy = -366.042170 Ha
energy above the lowest of the compared OMol25 structures with the same formula, charge and spin = 42.5 kcal/mol
Kohn-Sham gap (spin up / spin down) = 11.2 / 6.7 eV
max |F| = 2.194 eV Å⁻¹
expectation value of S² = 0.757


No. 2
Density functional theory data (the ωB97M-V functional and the def2-TZVPD basis) for 13 unconnected molecules or ions with the total composition C21H51N9O30 in a non-equilibrium geometry.

```
! RIJCOSX wB97M-V def2-TZVPD def2/J DEFGRID3
* xyz 0 1
O -3.7333 -1.1073 2.4600
O 1.5419 -1.6791 -3.2572
O 0.5259 3.6566 0.9236
O 1.6889 0.4212 0.5021
O -2.1266 -4.4098 -0.4861
O -2.9844 -0.3527 -2.5927
O -2.0795 2.3062 2.9545
O -0.2717 2.0234 -3.5164
O -0.9166 4.8715 1.9420
O 3.3309 -2.2183 -0.5439
O -3.7956 -1.4978 -0.8324
O 4.4312 -0.3820 -0.6958
O -3.0692 1.8774 4.9486
O 4.8796 -2.0048 -2.1795
O 0.9651 -3.1250 5.9943
O 0.1925 -3.8374 4.1245
O -3.9082 -2.2447 -2.9843
O 4.5661 3.5829 -1.0508
O 0.9718 4.8026 -1.7165
O -4.5775 0.6107 1.5314
O 2.1136 3.0921 -2.3369
O 0.3170 -1.8488 -5.0302
O -4.0918 2.9564 3.2891
O 4.2687 -2.9857 3.7973
O 2.7195 -2.6443 2.3172
O 1.0307 1.7899 -5.1818
O 0.0245 -0.7985 1.0514
O 0.0023 0.0827 -0.9857
O 6.2772 4.7899 -1.5187
O -0.3170 -5.3927 -1.0762
N 0.5612 -2.0672 -3.8520
N 0.2115 -3.0595 5.0583
N -4.5236 -0.5754 1.7111
N 1.8323 4.2777 -2.4078
N -1.2997 -5.2918 -0.3681
N 3.7283 -2.3594 2.9056
N -0.5920 4.0804 1.0758
N 0.4141 1.3367 -4.2525
N 5.2117 4.5955 -0.9659
C 4.2690 -1.5723 -1.2374
C 4.6371 5.7552 -0.2220
C -3.0398 2.3561 3.8430
C -5.6019 -1.4504 1.1508
C -3.6149 -1.3809 -2.0215
C -1.2088 -1.4526 0.8220
C 2.8523 -3.4608 -1.0195
C -1.4250 -6.1907 0.8163
C -1.6549 3.7352 0.1087
C 0.5850 -0.0791 -3.8624
C 5.4595 0.4700 -1.1975
C 2.1790 1.5289 -0.2695
C 0.5594 -0.1135 0.0651
C -5.3296 2.8656 3.9528
C -2.8617 0.8512 -1.8372
C 4.3084 -1.0085 2.6388
C -4.6438 -3.4114 -2.5807
C -0.9047 1.5218 3.2360
C -0.6743 -1.8744 4.9030
C -0.4592 -2.7810 -3.0477
C 2.3734 5.0122 -3.5787
H -2.2766 0.6750 -0.9381
H 6.3401 -0.1445 -1.4041
H -1.2845 -5.4647 1.6156
H -0.1088 -1.0818 5.3828
H -0.9874 0.6759 2.5533
H 3.4064 -3.9116 -1.8364
H 1.7878 -3.3394 -1.2216
H -0.6775 -6.9642 0.6942
H 3.3461 4.5960 -3.8276
H -6.1425 3.3883 3.4652
H 0.7878 -0.2207 -2.8032
H -1.3081 -3.1510 -3.6042
H -1.4250 4.1683 -0.8601
H 0.0698 -3.6435 -2.6391
H -1.6429 2.6482 0.0163
H -5.2192 3.3472 4.9349
H 4.9612 -1.2358 1.7949
H -5.8057 -1.0362 0.1688
H -0.8054 1.2363 4.2754
H 2.4386 6.0526 -3.2705
H -1.3445 -2.1018 1.6847
H -5.5680 1.8524 4.2822
H -2.6044 4.0260 0.5397
H 2.8528 -4.1170 -0.1438
H -1.6278 -2.0243 5.4038
H 3.6060 5.9760 -0.4749
H 3.2204 1.6570 -0.0014
H 5.2308 6.6348 -0.4417
H 1.6370 2.4397 -0.0207
H -0.8431 -1.7921 3.8365
H 1.4591 -0.4041 -4.4231
H -4.7211 -4.0680 -3.4398
H -0.6141 -2.1259 -2.1924
H -6.4339 -1.3666 1.8420
H -5.1797 -2.4453 1.0855
H -2.0100 -0.7130 0.7964
H -4.1210 -3.9034 -1.7608
H -5.6299 -3.0822 -2.2553
H -3.8294 1.2898 -1.6004
H -2.4327 -6.5935 0.8056
H 5.8128 1.0736 -0.3648
H 5.2254 1.0401 -2.0888
H -0.2932 -0.6520 -4.1515
H -1.2338 -2.0164 -0.1089
H 3.5336 -0.3042 2.3550
H 4.8421 -0.6612 3.5143
H -0.0767 2.1049 2.8385
H -2.2559 1.5205 -2.4412
H 1.7553 4.8547 -4.4581
H 4.8070 5.4060 0.7977
H 2.0586 1.3084 -1.3283
*
```

Values from the calculation:
DFT total energy = -3579.729435 Ha
energy above the lowest of the compared OMol25 structures with the same formula, charge and spin = 67.5 kcal/mol
Kohn-Sham gap = 9.5 eV
max |F| = 6.854 eV Å⁻¹


No. 3
Density functional theory data (the ωB97M-V functional and the def2-TZVPD basis) for 2 unconnected molecules or ions with the total composition C3H8N2.

```
! RIJCOSX wB97M-V def2-TZVPD def2/J DEFGRID3
* xyz 0 1
N 1.8505 -0.1034 -0.3200
N -1.0663 0.1489 0.0011
C -2.1929 0.4317 0.8688
C 2.9213 -0.0900 0.3548
C -1.3129 -0.4624 -1.0697
H -2.4880 1.4745 0.7777
H -0.5228 -0.8688 -1.6963
H 3.7068 -0.7946 0.1035
H 3.0613 0.5837 1.2022
H -3.0839 -0.1872 0.7142
H 1.2135 0.6446 -0.0550
H -2.3394 -0.6392 -1.4180
H -1.8947 0.2810 1.9051
*
```

Values from the calculation:
DFT total energy = -228.545269 Ha
energy above the lowest of the compared OMol25 structures with the same formula, charge and spin = 64.9 kcal/mol
Kohn-Sham gap = 10.7 eV
SMILES string = C=NC.C=N
max |F| = 0.826 eV Å⁻¹


No. 4
Density functional theory data (the ωB97M-V functional and the def2-TZVPD basis) for a molecular structure, C12H19NSiYb in a non-equilibrium geometry.

```
! RIJCOSX wB97M-V def2-TZVPD def2/J DEFGRID3
* xyz -1 2
Yb 1.3989 1.6607 -0.9455
Si -0.7136 -2.4114 2.0797
N 2.8928 -0.5526 -2.7268
C 0.6283 2.5237 -3.5615
C -0.7876 0.8227 -2.8790
C 0.5702 3.5544 0.2770
C -0.1148 -0.9904 1.1101
C -1.3480 -1.8115 3.7451
C 0.3649 -0.0472 0.4609
C 0.3838 1.1091 -3.6491
C 0.7006 -3.6231 2.3598
C 1.6724 2.9330 0.7430
C -1.2221 2.0313 -2.2720
C -2.1314 -3.2477 1.1649
C -0.3629 3.0759 -2.6944
H -2.2381 -1.1793 3.6121
H -2.5200 -4.0921 1.7487
H 0.4001 -4.4259 3.0502
H -1.6177 -2.6719 4.3734
H 1.0181 -4.0813 1.4121
H 3.8688 -0.9549 -2.6742
H 2.6966 3.3023 0.5547
H -0.5755 -1.2242 4.2619
H -0.4484 3.3223 0.6106
H 1.3360 3.0975 -4.1617
H 1.5640 -3.0972 2.7931
H 0.9332 0.3985 -4.2588
H 0.6103 4.4811 -0.3020
H 1.6785 2.0985 1.4773
H -2.1043 2.1572 -1.6285
H -0.4881 4.1379 -2.4509
H -2.9500 -2.5312 1.0019
H -1.2963 -0.1413 -2.8191
H -1.7989 -3.6229 0.1868
*
```

Values from the calculation:
DFT total energy = -1971.390670 Ha
energy above the lowest of the compared OMol25 structures with the same formula, charge and spin = 45.1 kcal/mol
Kohn-Sham gap (spin up / spin down) = 5.9 / 5.0 eV
max |F| = 7.500 eV Å⁻¹
expectation value of S² = 0.765


No. 5
Density functional theory data (the ωB97M-V functional and the def2-TZVPD basis) for a single C5H9NO2 molecule in a non-equilibrium geometry.

```
! RIJCOSX wB97M-V def2-TZVPD def2/J DEFGRID3
* xyz 0 1
O 0.6746 2.0233 -0.5438
O 2.1491 -0.3764 1.0036
N -0.6347 -1.2469 -0.7415
C 0.4044 0.7865 0.0739
C 1.4858 -0.2244 -0.2143
C -0.9006 0.0852 -0.3798
C 0.6493 -1.3933 -0.7860
C -1.9820 0.0204 0.7879
H 1.6452 -1.1568 1.4479
H -1.4219 0.6089 -1.1775
H 1.2028 -2.3717 -0.9977
H 0.4379 1.0521 1.0802
H -2.3418 1.0772 0.9798
H -2.8022 -0.5507 0.4334
H 0.8737 2.0076 -1.4962
H 2.1011 0.0529 -1.1201
H -1.5405 -0.3940 1.6501
*
```

Values from the calculation:
DFT total energy = -401.087184 Ha
energy above the lowest of the compared OMol25 structures with the same formula, charge and spin = 56.2 kcal/mol
Kohn-Sham gap = 10.2 eV
SMILES string = C[C@@H]1N=C[C@H](O)[C@H]1O
max |F| = 3.739 eV Å⁻¹


No. 6
Density functional theory data (the ωB97M-V functional and the def2-TZVPD basis) for 2 unconnected molecules or ions with the total composition CH6S4 in a non-equilibrium geometry.

```
! RIJCOSX wB97M-V def2-TZVPD def2/J DEFGRID3
* xyz 0 1
S 1.3365 -0.1911 -2.0707
S -1.0157 -0.5219 2.0130
S 0.1529 1.0842 2.5096
S 1.6500 -1.9155 -1.0924
C -0.2923 0.4204 -1.5564
H -0.8112 -0.3654 -1.0044
H -1.9981 -0.5399 2.9325
H -0.1505 1.2724 -0.9013
H 2.1336 -1.7329 0.1606
H -0.1009 1.8293 1.4303
H -0.9045 0.6603 -2.4208
*
```

Values from the calculation:
DFT total energy = -1634.421267 Ha
energy above the lowest of the compared OMol25 structures with the same formula, charge and spin = 8.1 kcal/mol
Kohn-Sham gap = 9.3 eV
SMILES string = CSS.SS
max |F| = 1.395 eV Å⁻¹


No. 7
Density functional theory data (the ωB97M-V functional and the def2-TZVPD basis) for a gas-phase ion, C28H47ClF2N4O6PSi (charge +1) in a non-equilibrium geometry.

```
! RIJCOSX wB97M-V def2-TZVPD def2/J DEFGRID3
* xyz 1 1
Cl 0.4259 3.4717 4.7536
P 2.2224 -4.3260 -0.3304
Si -3.4132 3.0372 -1.3800
F 0.3339 5.5350 -0.2963
F -0.5839 5.1855 1.6561
O 2.3156 3.9242 0.1822
O 1.8834 -5.4149 0.7794
O 3.8050 1.3767 1.0186
O 2.3003 -5.1802 -1.6660
O 4.3366 0.6851 -2.5061
O 3.4741 -3.6077 -0.0908
N 2.7522 0.7611 -0.9046
N 1.7668 1.7495 -0.6948
N 0.3521 0.4185 0.5991
N 0.9082 2.4602 1.4420
C 0.8560 -3.1557 -0.5363
C 0.9891 -5.0991 1.8601
C 1.0681 -5.6826 -2.2195
C 0.3110 -0.7234 -0.3069
C 3.7530 0.6112 0.1087
C -3.9783 1.6763 -0.2115
C -4.8870 3.8635 -2.2127
C -4.4334 -0.6820 0.2339
C -0.0463 4.5696 0.5744
C 3.1837 0.6495 -2.2631
C -4.8611 -0.3739 1.5329
C 0.6024 0.7556 4.7677
C -4.8509 0.9558 1.9578
C -0.4505 -5.5097 1.5856
C 1.5067 2.0055 2.7288
C 1.1565 -1.8772 0.2542
C 1.2391 3.8348 1.0645
C 1.3470 -6.9090 -3.0799
C -2.4043 4.3271 -0.4445
C -2.3722 2.2186 -2.7177
C -1.0827 3.6718 -0.0546
C 2.1001 3.1570 -0.9606
C 1.0112 1.5304 0.4356
C 2.1550 0.4969 -3.3339
C 4.6116 -0.5985 -0.0077
C 0.4582 1.9461 3.8462
C -3.9871 0.3345 -0.6227
C -4.4081 1.9691 1.0991
H 2.3348 2.6459 3.0048
H 0.3526 -5.9343 -1.4400
H 5.5831 -0.2966 -0.3828
H -1.6233 1.5697 -2.2565
H -4.4598 -1.7108 -0.0913
H 2.4349 1.1967 -4.1144
H 4.2201 -1.3419 -0.6949
H 1.9143 1.0071 2.6204
H -0.1197 -3.5276 -0.2452
H -2.9110 4.6298 0.4668
H 0.7264 -0.4549 -1.2607
H 0.8460 -2.8905 -1.5897
H -5.1955 -1.1503 2.2005
H -0.7261 -1.0375 -0.3772
H -0.5010 -6.1608 0.7211
H 1.4236 0.8680 5.4664
H -1.8407 2.9261 -3.3493
H -1.2800 2.8385 0.6112
H -4.4120 2.9954 1.4359
H 0.6309 -4.9061 -2.8427
H -5.7168 3.9374 -1.5188
H -5.1912 1.2254 2.9461
H 2.1911 -1.6018 0.0967
H 1.0762 -4.0568 2.1543
H -2.2635 5.1862 -1.0935
H 0.7503 -6.8426 -3.9813
H 1.5477 4.3473 1.9669
H 0.9455 -2.0207 1.3089
H 1.3501 -5.6767 2.7015
H 4.7410 -1.0331 0.9745
H -0.3022 0.6737 5.3626
H 2.2240 -0.4962 -3.7615
H 1.1504 0.7542 -3.0245
H -3.6618 0.0458 -1.6117
H 2.3985 -6.9991 -3.3112
H 1.2600 3.5806 -1.5080
H -0.5125 1.8855 3.3622
H -5.1812 3.2458 -3.0544
H -0.1709 0.3325 1.4586
H -0.8572 -6.0596 2.4253
H -2.9736 1.5784 -3.3541
H -1.0988 -4.6538 1.4209
H -0.6427 3.2317 -0.9517
H 1.0087 -7.7985 -2.5610
H 2.9711 3.2374 -1.5967
H -4.5878 4.8413 -2.5750
H 0.6818 -0.1685 4.2027
*
```

Values from the calculation:
DFT total energy = -3056.244540 Ha
Kohn-Sham gap = 8.4 eV
SMILES string = CCOP(=O)(CCCNC1=[N+](N(C(C)=O)C(C)=O)CO[C@@H](C(F)(F)CC[Si](C)(C)c2ccccc2)N1C[C@@H](C)Cl)OCC
max |F| = 1.873 eV Å⁻¹


No. 8
Density functional theory data (the ωB97M-V functional and the def2-TZVPD basis) for 7 unconnected molecules or ions with the total composition C46H98N2O5P2S3.

```
! RIJCOSX wB97M-V def2-TZVPD def2/J DEFGRID3
* xyz 0 1
S -1.3370 -2.5642 3.7570
S -5.0244 -3.3961 -2.1793
S -4.4699 -1.1616 -0.1972
P -0.2710 -2.5448 2.1427
P -0.5078 -6.0216 -0.9807
O 0.3738 -5.4668 -2.2570
O -1.8486 -4.5160 1.4000
O 0.1783 -5.4092 1.5001
O -2.0423 -5.7216 -1.4253
O -1.5870 -6.4757 2.4736
N -6.4629 -2.7590 -0.0550
N -8.3374 -2.4637 1.1014
C -6.0133 -8.9267 3.2452
C -1.5657 2.8373 -0.6363
C -6.3919 -9.2051 4.7009
C -7.4182 -1.8722 0.4013
C -2.6107 6.0190 -2.3339
C 5.5209 11.0260 4.0797
C -4.7511 -6.7462 3.6748
C 6.3049 -3.6578 -3.0502
C 0.0680 -4.6661 0.2671
C -3.3752 -1.6137 -7.2641
C -2.3315 -3.2343 -4.8158
C 5.0197 -3.5415 -2.2325
C -2.9950 5.5982 -0.9182
C -1.7912 5.3300 -0.0170
C 4.5884 6.4366 1.9243
C 2.8677 -3.1491 -4.4673
C -0.8798 4.1920 -0.4757
C -1.1346 -5.5696 1.8746
C 2.9360 8.2208 1.0661
C -4.0435 -3.0351 -9.2776
C 4.3867 7.7473 1.1655
C -5.3472 -2.5043 -0.8546
C 6.6853 9.3327 5.5946
C -1.8743 -3.4466 -6.2547
C 3.9244 -4.5398 -2.6115
C -4.3931 -2.5830 -7.8628
C -0.9248 -3.6101 0.7195
C -2.1541 2.2949 0.6637
C 8.4338 11.0234 6.4427
C -7.9694 -3.7945 1.1323
C -6.8311 -4.0046 0.4278
C 9.6221 10.0686 6.3745
C 2.3338 6.9036 -1.0374
C -5.3354 -9.9625 5.5032
C -1.7499 -1.3815 -0.4709
C 6.5791 9.9327 4.1939
C 7.0996 10.3201 6.6868
C -3.0177 -0.9352 -1.2296
C 7.0024 -5.0065 -2.8987
C 1.9812 7.2239 0.4124
C -5.0360 -11.3545 4.9547
C 3.4790 -4.4890 -4.0700
C -1.7029 -2.9064 -0.4013
C -1.9634 -2.1817 -7.1058
C 4.1556 6.5057 3.3864
C -4.7159 -8.1406 3.0594
H 3.0531 -4.3626 -1.9726
H 7.5480 10.3253 3.8739
H -2.9321 2.9465 1.0616
H 4.3486 5.5579 3.8905
H -2.9483 0.1220 -1.4807
H -4.6342 -11.3111 3.9415
H -6.8338 -8.3751 2.7738
H 1.0140 -4.2872 -0.1200
H 2.0008 -2.9194 -3.8416
H -0.0938 -1.2573 1.6257
H 2.9148 9.1570 0.4995
H -0.8291 2.1225 -1.0169
H -3.3197 -0.7219 -7.8957
H 0.9719 7.6437 0.4408
H 3.3151 6.4346 -1.1222
H -6.2648 -4.9015 0.2495
H 4.0558 5.6245 1.4215
H 2.5359 -3.1650 -5.5063
H 3.0901 6.7184 3.4847
H 5.7462 11.8767 4.7243
H 4.2602 -5.5543 -2.3814
H -2.1788 -4.9280 -1.9662
H -6.6127 -8.2618 5.2072
H -7.3687 -0.8224 0.1622
H -2.0480 5.2393 -2.8499
H 5.6490 6.1754 1.8830
H 1.6037 6.2161 -1.4684
H -3.3796 -2.9391 -4.7613
H -1.2780 -3.2613 -1.3448
H 10.5539 10.6163 6.2290
H 8.3853 11.6135 5.5235
H 5.7179 8.8990 5.8685
H -1.1917 6.2428 0.0551
H -3.5950 6.3903 -0.4641
H -4.4111 -9.3810 5.5495
H -3.7429 -1.2687 -6.2933
H -2.4598 -4.2508 -6.7086
H 8.5997 11.7379 7.2529
H 4.6334 -2.5220 -2.3228
H -5.3685 -2.0911 -7.8788
H 7.2542 -5.1985 -1.8538
H -4.8951 -6.7808 4.7562
H -5.9401 -11.9670 4.9339
H -0.1254 -5.6121 -3.0707
H -4.3004 -11.8679 5.5754
H -2.7108 -3.3110 -0.3498
H -3.1204 -1.5130 -2.1467
H 4.3174 -4.7187 -4.7327
H -2.6025 1.3151 0.4956
H 9.7135 9.4953 7.2993
H 6.3301 9.1309 3.4933
H -5.6871 -10.0565 6.5341
H 5.2599 -3.6773 -1.1733
H 7.1515 9.7824 7.6387
H -4.8119 -3.6990 -9.6747
H -1.3257 -1.4102 -6.6618
H 6.9892 -2.8676 -2.7313
H -1.9977 6.9225 -2.3174
H 6.3190 11.0751 6.8127
H -8.5512 -4.5394 1.6497
H 4.5357 10.6431 4.3555
H -4.5188 -8.0482 1.9879
H -2.2234 -4.1548 -4.2352
H 2.5628 8.4680 2.0638
H 6.0965 -3.4700 -4.1070
H -5.5627 -6.1513 3.2457
H -1.5381 -2.3892 -8.0908
H -2.3508 2.9006 -1.3960
H -0.8937 -1.0037 -1.0328
H -3.8158 -6.2238 3.4845
H -5.9376 -9.8720 2.7002
H 4.8070 7.6415 0.1616
H -0.4071 4.4621 -1.4241
H 3.5833 -2.3315 -4.3685
H -7.3253 -9.7777 4.7142
H -4.5062 -3.4579 -7.2164
H -2.1469 5.1266 0.9969
H 7.3902 8.4972 5.5702
H -3.4978 6.2295 -2.9322
H 7.9283 -5.0325 -3.4741
H -3.0972 -3.5774 -9.3078
H 1.0260 -3.0337 2.3439
H -1.3803 2.1847 1.4262
H 1.9429 6.2979 0.9933
H -3.6399 4.7157 -0.9600
H -1.7869 -0.9275 0.5176
H -3.8723 -8.6993 3.4724
H 2.7392 -5.2774 -4.2308
H -1.7331 -2.4596 -4.3273
H -0.0634 4.0916 0.2468
H -0.8390 -3.7893 -6.2524
H 4.9725 8.5325 1.6537
H -3.9631 -2.1789 -9.9503
H 4.7094 7.2836 3.9173
H 9.5270 9.3629 5.5480
H 6.3766 -5.8277 -3.2508
H 2.3365 7.8107 -1.6452
H 5.4570 11.4007 3.0570
*
```

Values from the calculation:
DFT total energy = -4174.512111 Ha
Kohn-Sham gap = 8.1 eV
SMILES string = O=C1O[C@@H](P(O)O)[C@](CCCSC(=S)n2ccnc2)([PH2]=S)O1.CCCCCC.CCCCCC.CCCCCC.CCCCCC.CCCCCC.CCCCCC
max |F| = 0.836 eV Å⁻¹


Which of these has the lowest max |F|? C3H8N2


Look up the max |F| of the second one. 6.854 eV Å⁻¹